Run P
Formula: C4H8N3
Source: OMol25
Level of theory: wB97M-V/def2-TZVPD

HOMO-LUMO gap = 0.3198 hartree
M = 98.129 g mol⁻¹
Net charge = +1
HOMO = -0.50893 Eh

Each line ends with the Löwdin charge.
Cartesian coordinates (Å):
1 N 2.121 1.201 0.423  0.31
2 N -0.834 0.246 -0.145  -0.13
3 N 1.154 -1.976 -0.758  0.22
4 C 1.587 0.175 0.302  -0.15
5 C 1.139 -1.019 0.065  -0.05
6 C -1.647 0.071 1.039  -0.10
7 C -0.937 0.976 -1.145  -0.01
8 H -1.729 1.866 -1.288  0.15
9 H 0.907 -2.872 -0.514  0.11
10 H -2.506 0.781 1.159  0.10
11 H 1.371 -1.773 -1.693  0.13
12 H -1.794 -1.057 1.240  0.12
13 H -1.071 0.379 1.976  0.10
14 H 2.309 1.863 1.115  0.11
15 H -0.071 1.139 -1.775  0.08

---

Run Q
Formula: C4H8N3
Source: OMol25
Level of theory: wB97M-V/def2-TZVPD

HOMO-LUMO gap = 0.3037 hartree
M = 98.129 g mol⁻¹
Net charge = +1
HOMO = -0.47570 Eh

Each line ends with the Löwdin charge.
Cartesian coordinates (Å):
1 N -1.061 -0.625 1.078  -0.11
2 N -1.374 -1.711 1.763  -0.07
3 N 2.091 1.985 -1.568  0.03
4 C 0.908 1.936 -1.470  0.11
5 C -2.550 -2.416 1.256  -0.06
6 C 3.311 2.241 -1.450  0.18
7 C -0.620 0.351 0.605  0.09
8 H 0.568 1.469 -0.497  0.02
9 H -2.561 -2.832 0.260  0.08
10 H 0.206 1.959 -2.336  0.16
11 H -2.682 -3.118 2.048  0.08
12 H -3.418 -1.759 1.357  0.09
13 H 3.775 3.246 -1.136  0.17
14 H -0.515 -2.196 1.812  0.13
15 H 3.921 1.471 -1.724  0.09

---

Relative energies with respect to the most stable structure, expressed in eV: run P 0.000; run Q 0.396.

---

Run P
Formula: C4H8N3
Source: OMol25
Level of theory: wB97M-V/def2-TZVPD

HOMO-LUMO gap = 0.2593 hartree
M = 98.129 g mol⁻¹
Net charge = +1
HOMO = -0.44051 Eh

Each line ends with the Löwdin charge.
Cartesian coordinates (Å):
1 N 1.236 2.057 0.173  -0.08
2 N -1.126 -1.288 1.146  0.38
3 N -0.899 -2.104 0.457  0.03
4 C 0.439 1.472 -0.932  -0.21
5 C -0.605 1.078 0.114  0.03
6 C -0.547 -3.047 -0.518  0.05
7 C 0.118 1.813 1.116  -0.26
8 H -0.703 -3.943 0.024  0.11
9 H 0.168 2.127 -1.769  0.13
10 H 0.328 1.322 2.089  0.12
11 H 0.570 -3.027 -0.729  0.16
12 H 1.659 3.044 0.174  0.14
13 H -0.347 2.836 1.344  0.17
14 H 0.897 0.552 -1.325  0.11
15 H -1.189 -2.892 -1.365  0.12

---

Run Q
Formula: C4H8N3
Source: OMol25
Level of theory: wB97M-V/def2-TZVPD

HOMO-LUMO gap = 0.4102 hartree
M = 98.129 g mol⁻¹
Net charge = +1
HOMO = -0.53749 Eh

Each line ends with the Löwdin charge.
Cartesian coordinates (Å):
1 N -1.910 -0.870 0.004  0.18
2 N 1.305 1.103 0.225  0.07
3 N -1.475 1.529 -0.093  0.23
4 C 2.115 0.389 -0.482  -0.06
5 C 0.613 -0.100 0.693  -0.10
6 C 1.523 -0.957 -0.170  -0.08
7 C -1.245 0.254 0.022  -0.20
8 H -2.350 1.865 -0.364  0.13
9 H 0.455 -0.136 1.680  0.09
10 H 2.032 -1.654 0.324  0.06
11 H -2.930 -0.886 -0.037  0.14
12 H -1.486 -1.734 0.372  0.15
13 H 0.989 -1.546 -1.072  0.18
14 H 2.920 0.807 -1.082  0.13
15 H -0.554 1.937 -0.022  0.10

---

Relative energies with respect to the most stable structure, expressed in eV: run P 4.156; run Q 0.000.

---

Run P
Formula: C3H9N2O
Source: OMol25
Level of theory: wB97M-V/def2-TZVPD

HOMO-LUMO gap = 0.4280 hartree
M = 89.118 g mol⁻¹
Net charge = +1
SMILES string = NC(=O)CC[NH3+]
HOMO = -0.54884 Eh

Each line ends with the Löwdin charge.
Cartesian coordinates (Å):
1 O -1.169 -0.157 -0.751  0.05
2 N -1.670 0.533 1.325  0.22
3 N 1.206 -0.063 -1.600  0.19
4 C 0.532 -0.427 0.864  -0.07
5 C 1.609 0.034 -0.111  -0.11
6 C -0.810 0.064 0.406  -0.49
7 H 0.584 -1.517 0.909  0.14
8 H -2.602 0.635 0.965  0.13
9 H -1.610 0.676 2.319  0.13
10 H 1.581 0.758 -2.071  0.16
11 H 0.851 -0.064 1.840  0.13
12 H 1.805 1.105 0.008  0.13
13 H 0.166 -0.203 -1.536  0.09
14 H 1.713 -0.816 -2.061  0.16
15 H 2.593 -0.397 0.047  0.13

---

Run Q
Formula: C3H9N2O
Source: OMol25
Level of theory: wB97M-V/def2-TZVPD

HOMO-LUMO gap (alpha / beta) = 0.2124 / 0.2123 hartree
M = 89.118 g mol⁻¹
Net charge = +1
HOMO (alpha / beta) = -0.48639 / -0.48636 Eh

Each line ends with the Löwdin charge.
Cartesian coordinates (Å):
1 O 2.098 -1.048 -0.469  0.20
2 N 2.034 0.194 -0.245  0.08
3 N -0.714 0.322 -0.961  0.05
4 C 2.988 0.691 0.573  -0.01
5 C -1.918 0.218 -0.654  -0.32
6 C -2.477 -0.816 0.221  -0.10
7 H 1.606 -1.370 -1.241  0.18
8 H -1.853 -1.647 0.625  0.08
9 H -3.311 -1.468 -0.265  0.12
10 H -2.573 1.086 -0.910  0.13
11 H -0.468 0.966 -1.688  0.05
12 H 2.364 1.253 1.347  0.18
13 H 3.565 1.405 0.026  0.14
14 H -3.211 -0.308 0.905  0.09
15 H 3.787 -0.074 0.783  0.14

---

Run R
Formula: C3H9N2O
Source: OMol25
Level of theory: wB97M-V/def2-TZVPD

HOMO-LUMO gap = 0.0948 hartree
M = 89.118 g mol⁻¹
Net charge = +1
HOMO = -0.44249 Eh

Each line ends with the Löwdin charge.
Cartesian coordinates (Å):
1 O 0.068 -0.689 -0.158  0.09
2 N 1.975 -1.960 2.188  0.00
3 N -1.173 0.967 -0.995  0.08
4 C -1.275 0.172 -2.177  -0.04
5 C -0.263 0.561 -0.048  -0.41
6 C 0.218 1.415 0.961  0.48
7 H -0.381 0.171 -2.798  0.12
8 H 1.583 -1.463 2.983  0.00
9 H 0.929 1.029 1.711  0.14
10 H -1.905 0.617 -2.891  0.09
11 H 1.558 -1.703 1.255  0.00
12 H -1.486 -0.951 -2.124  0.15
13 H 2.768 -2.571 2.320  0.01
14 H -1.485 1.960 -1.042  0.19
15 H 0.175 2.488 1.074  0.13

---

Relative energies with respect to the most stable structure, expressed in eV: run P 0.000; run Q 6.448; run R 5.929.

---

Run P
Formula: C28H36CsN2O6Te
Source: OMol25
Level of theory: wB97M-V/def2-TZVPD

HOMO-LUMO gap = 0.1841 hartree
M = 757.109 g mol⁻¹
Net charge = -1
HOMO = -0.12129 Eh

Each line ends with the Löwdin charge.
Cartesian coordinates (Å):
1 Cs -0.218 0.316 0.067  0.94
2 Te 3.384 1.560 -0.885  0.57
3 O 0.070 1.044 -3.014  -0.29
4 O -5.276 -4.330 -2.373  0.06
5 O 0.839 -1.797 -2.415  -0.23
6 O -2.152 2.254 1.236  -0.11
7 O -3.435 -6.274 -3.505  -0.03
8 O -1.918 -0.453 2.222  -0.24
9 N -2.972 -0.287 -1.329  0.03
10 N -3.071 -4.479 -1.993  0.10
11 C 1.244 -0.954 -3.487  -0.19
12 C -5.297 -1.548 -2.178  0.00
13 C 5.966 -0.455 -0.397  -0.14
14 C -3.401 -0.361 5.485  -0.12
15 C -2.493 0.051 3.222  -0.41
16 C 8.326 2.013 3.266  -0.07
17 C -5.270 -0.180 -1.985  -0.04
18 C -3.562 1.828 4.550  -0.08
19 C 5.002 1.724 0.481  -0.59
20 C -2.750 2.417 2.299  -0.41
21 C 4.106 3.928 1.412  -0.12
22 C 6.191 2.884 2.248  -0.05
23 C 6.006 0.738 0.518  -0.34
24 C -3.805 0.988 5.602  -0.13
25 C -3.114 -5.911 -2.187  -0.25
26 C -2.920 1.427 3.353  -0.11
27 C 7.182 1.914 2.291  -0.30
28 C 0.252 -2.999 -2.835  -0.13
29 C 5.113 2.809 1.370  -0.33
30 C -2.785 -0.802 4.356  -0.04
31 C -3.014 -1.604 -1.498  -0.09
32 C 7.067 0.848 1.412  -0.04
33 C -4.214 -3.768 -2.136  -0.43
34 C 0.132 -0.024 -3.929  -0.21
35 C -4.085 0.403 -1.559  -0.12
36 C -3.380 3.797 2.498  -0.04
37 C -4.146 -2.287 -1.932  -0.10
38 C -0.967 1.954 -3.292  -0.11
39 H 6.247 3.729 2.930  0.11
40 H -6.148 0.427 -2.152  0.11
41 H -2.469 -1.833 4.252  0.10
42 H 5.039 -1.016 -0.263  0.05
43 H 4.057 4.359 2.415  0.07
44 H -2.126 -6.311 -1.971  0.13
45 H -1.948 1.471 -3.225  0.07
46 H -6.187 -2.067 -2.506  0.12
47 H -2.927 4.324 3.339  0.08
48 H -3.204 4.367 1.590  0.07
49 H -4.292 1.349 6.498  0.08
50 H 7.967 2.057 4.297  0.07
51 H -3.838 -6.329 -1.485  0.13
52 H 0.332 0.358 -4.940  0.13
53 H 7.825 0.069 1.423  0.10
54 H -4.021 1.470 -1.374  0.12
55 H -0.830 -0.561 -3.958  0.12
56 H 8.987 1.150 3.180  0.06
57 H 4.383 4.724 0.715  0.08
58 H -3.877 2.858 4.652  0.09
59 H 0.955 -3.607 -3.418  0.09
60 H -0.906 2.751 -2.553  0.10
61 H 6.818 -1.113 -0.210  0.06
62 H 3.118 3.580 1.119  0.00
63 H 1.595 -1.563 -4.328  0.13
64 H -3.584 -1.051 6.302  0.09
65 H -2.094 -2.127 -1.256  0.10
66 H -4.339 -5.972 -3.644  0.07
67 H -2.184 -4.010 -1.944  0.09
68 H 2.077 -0.355 -3.111  0.08
69 H -0.852 2.388 -4.293  0.09
70 H -0.009 -3.558 -1.933  0.09
71 H -4.452 3.729 2.688  0.08
72 H -0.647 -2.839 -3.446  0.09
73 H 5.974 -0.143 -1.443  0.05
74 H 8.924 2.911 3.091  0.07

---

Run Q
Formula: C28H36CsN2O6Te
Source: OMol25
Level of theory: wB97M-V/def2-TZVPD

HOMO-LUMO gap = 0.1904 hartree
M = 757.109 g mol⁻¹
Net charge = -1
HOMO = -0.11895 Eh

Each line ends with the Löwdin charge.
Cartesian coordinates (Å):
1 Cs -1.264 1.067 -1.105  1.19
2 Te 1.917 -2.222 0.411  0.64
3 O -0.216 -1.752 -2.674  -0.28
4 O -1.613 3.641 -0.376  -0.21
5 O 0.940 3.378 4.954  0.05
6 O -1.009 0.283 -4.604  -0.21
7 O 2.299 5.469 3.526  -0.04
8 O -3.178 2.360 -2.443  -0.31
9 N 0.500 4.061 2.854  0.10
10 N -0.975 0.221 1.944  0.01
11 C 0.524 3.119 3.831  -0.43
12 C -0.582 1.444 2.286  -0.13
13 C 3.138 -5.044 -0.008  -0.34
14 C 3.885 -6.167 0.331  -0.05
15 C -4.540 5.513 -1.226  -0.07
16 C -5.425 5.816 -2.227  -0.13
17 C -0.037 -1.801 -4.068  -0.20
18 C -0.704 -0.774 2.787  -0.17
19 C -3.792 3.461 -2.375  -0.41
20 C -3.684 4.393 -1.279  -0.11
21 C 0.941 5.400 3.183  -0.26
22 C -4.715 3.838 -3.416  -0.03
23 C -0.967 -2.828 -2.154  -0.14
24 C -5.490 4.957 -3.343  -0.11
25 C 5.426 -7.465 1.848  -0.07
26 C 3.886 -3.980 2.020  -0.34
27 C 2.352 -5.085 -1.292  -0.12
28 C -2.074 1.024 -5.163  -0.12
29 C -2.931 4.902 1.112  -0.02
30 C 0.418 0.672 4.316  0.01
31 C 0.108 1.724 3.460  -0.11
32 C 3.117 -3.924 0.844  -0.59
33 C 3.923 -2.828 2.984  -0.13
34 C 4.635 -6.233 1.498  -0.30
35 C 0.009 -0.601 3.965  -0.05
36 C -2.682 4.240 -0.237  -0.41
37 C -1.157 -1.101 -4.808  -0.22
38 C 4.623 -5.121 2.325  -0.04
39 H 0.409 3.794 1.887  0.13
40 H 0.317 5.763 4.004  0.13
41 H -2.272 4.446 1.849  0.06
42 H 0.900 -1.283 -4.283  0.13
43 H -1.123 -1.335 -5.883  0.13
44 H -2.022 -2.773 -2.454  0.08
45 H 5.207 -5.137 3.241  0.10
46 H 2.269 -4.087 -1.721  0.01
47 H 1.334 -5.442 -1.109  0.07
48 H 0.794 6.027 2.307  0.13
49 H -2.131 -1.439 -4.424  0.13
50 H -0.871 -2.785 -1.071  0.04
51 H 0.982 0.873 5.217  0.12
52 H -6.174 5.188 -4.153  0.09
53 H 0.255 -1.461 4.572  0.11
54 H -4.471 6.185 -0.379  0.10
55 H 2.396 4.956 4.340  0.08
56 H -1.884 2.075 -4.967  0.09
57 H 6.131 -7.725 1.055  0.07
58 H 3.881 -7.018 -0.346  0.11
59 H 4.774 -8.328 2.000  0.07
60 H 2.825 -5.761 -2.008  0.07
61 H 0.057 -2.840 -4.409  0.13
62 H -0.909 -1.775 2.418  0.09
63 H -2.690 5.966 1.055  0.09
64 H 5.996 -7.312 2.766  0.06
65 H -2.137 0.853 -6.246  0.09
66 H -4.777 3.165 -4.262  0.10
67 H -0.553 -3.787 -2.487  0.08
68 H -3.028 0.763 -4.695  0.08
69 H -0.827 2.239 1.579  0.06
70 H 4.595 -3.041 3.818  0.06
71 H -3.968 4.808 1.430  0.08
72 H 4.240 -1.911 2.483  0.05
73 H 2.920 -2.619 3.365  0.04
74 H -6.046 6.700 -2.170  0.08

---

Relative energies with respect to the most stable structure, expressed in eV: run P 0.000; run Q 0.082.